Record 1
{
  "formula": "C2H7N2O",
  "method": "ωB97M-V/def2-TZVPD",
  "elements": ["N", "C", "C", "N", "O", "H", "H", "H", "H", "H", "H", "H"],
  "positions_angstrom": [[1.017886, 0.017320, 1.505746], [-0.097510, -0.546528, 0.662587], [-0.414853, 0.313975, -0.507301], [-1.115797, -0.289924, -1.517772], [-0.286849, 1.533096, -0.398990], [0.561226, 0.445259, 2.308578], [1.278920, 0.770705, 0.877341], [2.329816, 0.814329, -0.836063], [-0.073915, -1.628353, 0.552691], [-0.978668, -0.486562, 1.342558], [-1.296375, -1.266182, -1.683044], [-0.923880, 0.322864, -2.306332]],
  "atomic_forces_ev_per_a": [[-2.0, 0.2, -2.9], [0.0, -0.5, 2.8], [-2.1, -3.0, 0.3], [1.8, 2.6, -0.1], [1.7, 0.4, -0.8], [1.0, -0.1, 0.6], [0.3, 0.7, 1.1], [-0.6, 0.1, 0.5], [0.6, 0.0, -0.6], [0.1, 0.3, -0.4], [0.3, -0.1, 0.3], [-1.2, -0.5, -0.6]],
  "lowdin_charge": [0.143, -0.146, -0.543, 0.212, 0.134, 0.126, -0.001, 0.509, 0.134, 0.165, 0.133, 0.135],
  "charge": 1,
  "gap_ev": 5.1,
  "lumo_ev": -10.489,
  "e_homo_ev": -15.623,
  "de_lowest_kcal_mol": 187.6
}

Record 2
{
  "formula": "C2H7N2O",
  "method": "ωB97M-V/def2-TZVPD",
  "elements": ["C", "C", "N", "N", "O", "H", "H", "H", "H", "H", "H", "H"],
  "positions_angstrom": [[-0.160919, 1.168733, -0.453902], [-0.595990, -1.267452, 0.655411], [0.410815, -0.665266, -0.240594], [0.347215, 1.915421, 0.433521], [0.370724, -1.385560, -1.380274], [-0.334683, 1.367578, -1.485772], [-1.422700, -1.513512, 0.060344], [-0.034882, -2.009799, 1.232480], [-0.865089, -0.448217, 1.368569], [0.507663, 2.838383, 0.207842], [0.571135, 1.400471, 1.357477], [1.206712, -1.400780, -1.755102]],
  "atomic_forces_ev_per_a": [[-1.2, -2.1, -0.5], [2.4, 2.5, 1.4], [-1.5, -0.2, -1.0], [0.8, -2.9, 3.1], [-2.3, -0.3, 2.0], [0.1, 0.1, -0.7], [-1.2, -1.0, -0.6], [-0.7, -0.5, -0.3], [0.0, -0.8, -0.5], [1.1, 2.5, 0.1], [-0.5, 2.2, -1.6], [3.0, 0.4, -1.7]],
  "lowdin_charge": [0.045, -0.014, -0.055, 0.126, 0.080, 0.113, 0.091, 0.119, 0.097, 0.105, 0.189, 0.104],
  "multiplicity": 3,
  "charge": 1,
  "gap_ev": [8.9, 9.0],
  "lumo_ev": [-3.693, -7.295],
  "e_homo_ev": [-12.628, -16.258],
  "de_lowest_kcal_mol": 38.8,
  "s2": 2.005
}

Record 3
{
  "formula": "C2H7N2O2",
  "method": "ωB97M-V/def2-TZVPD",
  "elements": ["C", "C", "N", "N", "O", "O", "H", "H", "H", "H", "H", "H", "H"],
  "positions_angstrom": [[1.038927, -0.119629, -0.183449], [0.578110, -1.453087, -0.143302], [1.136199, 1.110809, -0.820341], [-0.070265, -0.433455, 0.767043], [2.125587, 0.614766, 0.136494], [-2.082680, 0.929630, 0.113411], [1.121953, -2.192787, 0.475571], [0.009199, -1.991647, -1.036375], [1.532654, 1.015928, -1.782137], [0.135817, -0.523424, 1.701982], [-1.014598, 0.165446, 0.648457], [-2.796571, 1.325249, 0.604711], [-1.714326, 1.552200, -0.482061]],
  "atomic_forces_ev_per_a": [[0.4, 1.5, 1.3], [-1.3, -3.2, -1.5], [-0.7, 0.3, -1.7], [-1.2, 0.9, -2.5], [0.6, -0.6, 0.3], [-0.4, -1.2, 0.6], [-0.1, 0.6, -0.6], [0.9, 1.6, 2.1], [0.0, -0.1, 0.8], [1.1, -0.5, 2.6], [0.7, -1.0, -0.7], [-0.5, 0.4, 0.2], [0.4, 1.3, -1.0]],
  "lowdin_charge": [-0.512, 0.070, 0.177, 0.185, 0.106, 0.057, 0.153, 0.192, 0.154, 0.134, 0.106, 0.106, 0.074],
  "charge": 1,
  "gap_ev": 12.2,
  "lumo_ev": -3.134,
  "e_homo_ev": -15.337,
  "de_lowest_kcal_mol": 118.5
}

Record 4
{
  "formula": "C2H7N2O2PS2",
  "method": "ωB97M-V/def2-TZVPD",
  "elements": ["C", "C", "N", "N", "O", "O", "P", "S", "S", "H", "H", "H", "H", "H", "H", "H"],
  "positions_angstrom": [[0.213595, -0.712657, 1.322435], [-1.003138, -0.191559, 2.003172], [-2.439863, -0.091603, -0.755744], [2.862298, 0.855072, -1.463641], [0.144999, 1.480494, -0.520670], [-1.757610, -0.878727, 2.668363], [0.319688, 0.040856, -0.540390], [-1.240036, -0.933228, -1.532115], [2.247095, -0.598039, -1.277057], [0.128566, -1.774015, 1.174597], [1.239471, -0.534969, 1.912257], [-1.203391, 0.866486, 1.654217], [-2.857680, -0.587560, 0.035324], [-3.057464, 0.518864, -1.402502], [2.697139, 1.344185, -2.282102], [3.706332, 1.196399, -0.996142]],
  "atomic_forces_ev_per_a": [[2.4, 0.6, -0.9], [-0.7, 0.2, -0.5], [-1.8, 1.3, -0.7], [2.3, 2.0, 1.1], [0.1, 1.7, -0.1], [0.7, 0.9, -0.5], [0.6, -1.8, 2.8], [0.5, -0.8, -0.7], [-1.4, -2.2, 0.2], [0.0, -0.6, 0.2], [-2.3, 0.0, -1.4], [-0.3, -0.5, 1.0], [-0.3, 0.5, -0.8], [1.4, -1.6, 1.9], [-0.5, 0.9, -1.8], [-0.8, -0.6, 0.2]],
  "lowdin_charge": [-0.248, -0.368, -0.435, -0.468, -0.419, 0.028, 0.185, 0.597, 0.613, 0.055, 0.137, 0.118, 0.033, 0.095, 0.012, 0.065],
  "smiles": "NSP(=O)(CC=O)SN",
  "charge": 0,
  "gap_ev": 9.3,
  "lumo_ev": 0.289,
  "e_homo_ev": -9.049,
  "de_lowest_kcal_mol": 3.0
}

Record 5
{
  "formula": "C2H7N2O5Sn",
  "method": "ωB97M-V/def2-TZVPD",
  "elements": ["Sn", "O", "H", "C", "N", "O", "O", "H", "H", "H", "C", "N", "O", "O", "H", "H", "H"],
  "positions_angstrom": [[-1.791809, -2.555197, -5.487456], [-2.238619, 0.092693, -2.277836], [-2.556299, -0.202387, -1.402326], [-0.215749, -2.783857, 1.697264], [0.338191, -2.671177, 0.288614], [-0.193859, -3.357267, -0.590266], [1.263591, -1.862707, 0.103064], [-0.199079, -1.803927, 2.174284], [0.417781, -3.401187, 2.334144], [-1.213199, -3.198337, 1.550994], [1.183251, 2.565233, 0.447464], [0.654431, 3.850463, -0.049336], [0.510021, 4.772463, 0.713734], [0.462251, 3.921813, -1.275306], [1.398381, 2.506073, 1.514384], [1.931511, 2.123473, -0.210616], [0.249201, 2.003833, 0.469204]],
  "atomic_forces_ev_per_a": [[-0.1, 0.9, 1.2], [0.0, -0.9, -0.7], [0.1, 0.0, -0.4], [-0.1, 0.1, -0.4], [0.9, 0.9, -0.4], [0.7, 0.8, 1.1], [-1.7, -1.6, 0.2], [-0.2, 0.1, -0.5], [0.1, -0.3, -0.5], [0.2, 0.1, 0.4], [-1.4, -1.2, 0.7], [1.2, 1.1, -1.9], [-0.3, -0.2, 0.3], [0.1, -0.4, 1.7], [0.7, 1.0, -0.2], [-0.3, 0.3, 0.1], [0.1, -0.7, -0.7]],
  "lowdin_charge": [1.321, -0.265, -0.054, 0.053, -0.411, 0.018, 0.045, 0.096, 0.102, 0.094, 0.028, -0.447, 0.085, 0.037, 0.098, 0.104, 0.095],
  "charge": 1,
  "gap_ev": 3.4,
  "lumo_ev": -8.768,
  "e_homo_ev": -12.188,
  "de_lowest_kcal_mol": 155.9
}

Record 6
{
  "formula": "C2H7N2O5Sn2",
  "method": "ωB97M-V/def2-TZVPD",
  "elements": ["Sn", "Sn", "O", "H", "C", "N", "O", "O", "H", "H", "H", "C", "N", "O", "O", "H", "H", "H"],
  "positions_angstrom": [[-0.388541, 0.565418, 5.698141], [-4.817151, -0.528652, 0.911971], [-1.225261, -1.159022, 2.236271], [-0.763071, -0.944532, 1.402661], [0.457859, 4.096018, -0.048989], [0.708479, 2.737858, 0.454201], [0.155739, 1.824118, -0.081369], [1.429929, 2.619438, 1.443541], [1.408979, 4.621748, -0.133189], [-0.141711, 4.594228, 0.712851], [-0.157331, 4.085458, -0.948719], [0.972879, -2.937622, -1.961119], [-0.144791, -3.532032, -1.186959], [-1.304811, -3.191052, -1.501449], [0.168539, -4.448452, -0.470069], [0.749089, -3.180062, -2.999979], [1.944609, -3.364952, -1.713709], [0.946569, -1.857902, -1.814079]],
  "atomic_forces_ev_per_a": [[0.3, -0.5, -0.8], [1.1, -0.5, -0.1], [-1.2, 0.7, 0.3], [0.1, 0.1, 0.4], [-0.3, 0.9, 0.1], [0.9, 0.5, 1.2], [-0.8, -1.2, -0.6], [-0.5, 0.2, -0.5], [-0.2, -0.1, -0.2], [0.2, 0.0, 0.2], [0.5, -0.3, -0.1], [0.1, 0.7, -0.6], [-0.2, -0.9, -1.3], [1.3, 0.0, 1.1], [-0.8, 0.3, 0.6], [0.0, 0.2, 0.0], [-0.4, 0.0, 0.4], [0.0, -0.1, -0.1]],
  "lowdin_charge": [1.709, 1.668, -0.341, -0.063, 0.051, -0.464, 0.060, 0.035, 0.119, 0.104, 0.107, 0.045, -0.440, -0.004, 0.102, 0.112, 0.107, 0.094],
  "charge": 3,
  "gap_ev": 2.8,
  "lumo_ev": -14.430,
  "e_homo_ev": -17.237,
  "de_lowest_kcal_mol": 123.1
}

Record 7
{
  "formula": "C2H7N2OP",
  "method": "ωB97M-V/def2-TZVPD",
  "elements": ["C", "C", "N", "N", "O", "P", "H", "H", "H", "H", "H", "H", "H"],
  "positions_angstrom": [[-3.098567, 0.068121, -0.266048], [-3.505378, -0.221421, -1.327926], [0.583214, -0.703197, 1.203852], [1.983093, 1.319121, 0.087607], [2.477194, -0.932751, -0.603974], [1.120146, -0.037385, -0.300071], [-2.788159, 0.187051, 0.756160], [2.181081, -1.728039, -0.954724], [-3.820139, -0.523891, -2.300177], [1.034838, -0.499529, 2.104255], [-0.455299, -0.608494, 1.346572], [1.751539, 1.919327, 0.819211], [2.536441, 1.761092, -0.564739]],
  "atomic_forces_ev_per_a": [[0.9, 0.3, 3.0], [-0.8, -0.7, -2.6], [-1.2, 1.0, 0.5], [-0.3, -0.7, 1.3], [0.6, 2.2, 1.1], [-0.8, -1.3, -0.1], [-0.1, 0.2, -0.5], [-0.6, -2.5, -1.2], [0.0, 0.2, 0.1], [0.1, -0.1, -0.6], [1.6, -0.2, -0.5], [-0.6, 0.8, 1.3], [1.3, 0.8, -1.8]],
  "lowdin_charge": [-0.031, -0.013, -0.201, -0.168, -0.296, 0.629, 0.016, -0.023, 0.021, 0.035, 0.013, 0.014, 0.004],
  "smiles": "NP(N)O.C#C",
  "charge": 0,
  "gap_ev": 9.3,
  "lumo_ev": 1.038,
  "e_homo_ev": -8.269,
  "de_lowest_kcal_mol": 58.7
}

Record 8
{
  "formula": "C2H7N2OS",
  "method": "ωB97M-V/def2-TZVPD",
  "elements": ["C", "C", "N", "N", "O", "S", "H", "H", "H", "H", "H", "H", "H"],
  "positions_angstrom": [[-1.090898, -0.668888, 0.329807], [1.757930, 1.352837, -0.135190], [-1.964057, 0.123597, 0.936186], [-1.070639, -1.651888, -0.413113], [1.567576, -1.272303, -0.320343], [1.389382, -0.223764, 0.656767], [1.500840, 2.251218, 0.372722], [1.369557, 1.463853, -1.198182], [2.856894, 1.215161, -0.219106], [-2.903244, 0.406952, 0.539476], [-1.451478, 0.949056, 1.131319], [-1.885646, -2.042031, -0.897519], [-0.076213, -1.903798, -0.782828]],
  "atomic_forces_ev_per_a": [[2.2, 3.3, 2.4], [0.2, -0.9, -2.4], [-1.2, 0.4, -1.4], [0.8, -2.3, -2.7], [0.9, -1.1, -1.2], [-3.0, 0.5, 0.6], [-0.1, 0.4, 1.0], [0.3, -0.6, 1.3], [-0.4, 0.4, 0.1], [1.1, -1.2, 0.5], [0.0, 1.0, 1.0], [0.4, -0.1, 0.2], [-1.3, 0.2, 0.7]],
  "lowdin_charge": [-0.302, -0.271, 0.142, 0.166, -0.530, 1.027, 0.044, 0.096, 0.069, 0.167, 0.084, 0.168, 0.140],
  "charge": 1,
  "gap_ev": [8.4, 8.4],
  "lumo_ev": [-5.622, -5.623],
  "e_homo_ev": [-14.059, -14.056],
  "de_lowest_kcal_mol": 59.4
}

Record 9
{
  "formula": "C2H7N2S",
  "method": "ωB97M-V/def2-TZVPD",
  "elements": ["C", "S", "H", "H", "H", "N", "C", "N", "H", "H", "H", "H"],
  "positions_angstrom": [[2.934781, 0.857557, -0.081089], [1.322526, 1.482558, 0.440438], [3.026622, -0.221456, 0.088941], [3.777352, 1.357936, 0.367617], [3.154775, 0.951444, -1.157874], [-1.585665, 0.113779, -0.553632], [-2.032953, -0.832921, 0.280701], [-3.257386, -1.237893, 0.376206], [-2.164142, 0.864208, -0.883085], [-0.587946, 0.305149, -0.459574], [-1.302310, -1.501668, 0.741501], [-3.285653, -2.138694, 0.839848]],
  "atomic_forces_ev_per_a": [[0.2, -0.6, -1.0], [-0.2, 0.1, 0.0], [0.1, 0.1, 0.3], [0.3, 0.2, 0.6], [-0.4, 0.2, 0.0], [0.8, 0.0, 0.5], [-1.3, -2.1, -0.5], [-0.2, 0.7, -0.3], [-0.3, -0.1, 0.1], [0.2, 0.6, 0.1], [0.7, 0.7, -0.1], [0.1, 0.3, 0.4]],
  "lowdin_charge": [-0.762, 0.086, -0.021, -0.032, -0.016, 0.068, -0.428, -0.015, 0.087, -0.065, 0.108, -0.011],
  "charge": -1,
  "gap_ev": 6.8,
  "lumo_ev": 4.192,
  "e_homo_ev": -2.631,
  "de_lowest_kcal_mol": 7.2
}